{"formula": "C3H7NOS2", "method": "ωB97M-V/def2-TZVPD", "symbols": ["S", "S", "C", "C", "C", "N", "O", "H", "H", "H", "H", "H", "H", "H"], "coordinates": [[-0.514566, -0.659143, 3.410701], [0.608176, 0.893701, 2.420594], [0.867029, 0.279160, 0.740029], [-0.292782, 0.451055, -0.128820], [0.097182, -0.237366, -1.479258], [-0.835291, 0.040068, -2.477254], [0.893657, -1.145881, -1.592375], [0.386543, -1.538396, 3.876487], [1.857087, 1.011024, 0.572636], [1.190335, -0.831705, 0.641183], [-0.795462, 1.363729, -0.416628], [-1.333542, 0.069239, 0.201466], [-1.638786, 0.642278, -2.375789], [-0.489582, -0.337762, -3.392974]], "forces_ev_per_angstrom": [[-0.0951, 1.5139, -0.3199], [-1.1525, -2.2595, 0.3348], [4.1468, 0.6694, 1.6768], [-3.1066, -0.3454, -1.8633], [-3.0993, -1.2598, -0.7095], [2.5411, -0.8903, -0.4036], [0.3458, 1.3378, 0.4855], [0.6464, 0.0801, -0.4678], [-2.5301, -1.9038, -0.5014], [-0.2632, 1.7814, 0.5084], [1.3965, 1.4780, 0.2540], [2.0063, -0.9204, 0.1295], [0.3967, 0.0434, -0.2479], [-1.2327, 0.6753, 1.1244]], "spin_multiplicity": 2, "lumo_ev": [-5.30, -8.95], "homo_lumo_gap_ev": [8.81, 5.09], "total_charge": 1, "de_lowest_kcal_mol": 39.0, "homo_energy_ev": [-14.1, -14.0]}